73
Properties=species:S:1:pos:R:3:forces:R:3 method="wB97M-V/def2-TZVPD" relative_energy_ev=0.000 total_charge=+2 homo_lumo_gap_ev=1.73
C 5.48615 -3.65301 1.36711 -0.58 0.83 0.98
C 4.30642 -2.95130 0.71851 2.41 -3.08 -0.75
O 3.84399 -3.36505 -0.29947 -0.97 1.49 0.20
O 3.73650 -1.82351 1.40408 -0.72 0.87 -0.55
C 4.18308 -0.60338 0.97406 0.93 0.16 0.18
O 5.28020 -0.20277 1.21825 -0.41 0.01 -0.33
C 3.17577 0.27999 0.20722 0.83 -0.31 1.27
N 1.77810 -0.16176 0.54912 1.05 1.05 -1.38
C 1.35273 -1.21153 -0.45099 -0.61 -1.04 -0.35
C 0.48747 -2.32628 0.10618 -0.69 -0.44 0.59
C -0.84223 -2.48548 -0.39682 1.35 0.31 0.13
C -1.63672 -3.49562 0.04416 0.12 -2.36 0.20
C -1.16935 -4.53251 1.08693 -0.96 1.47 -0.42
C -1.99903 -5.78200 1.63454 0.85 -0.12 -1.14
C 0.16393 -4.30338 1.57270 -1.15 -0.48 -0.69
C 0.93208 -3.25934 1.08904 0.38 0.25 -0.17
H 6.44338 -3.28583 0.95998 -0.43 0.06 0.06
H 5.40380 -3.42925 2.44571 0.50 -0.20 -0.45
H 5.37921 -4.77151 1.27889 -0.30 0.74 0.11
H 3.38034 0.21913 -0.87162 -0.35 -0.11 0.37
H 3.38750 1.31079 0.53524 -0.40 -0.39 -0.10
H 1.68645 -0.44752 1.52501 0.10 -0.36 -0.19
H 1.18043 0.67504 0.44449 -0.68 -0.73 0.09
H 2.25830 -1.63025 -0.91991 -0.21 0.03 0.53
H 0.78160 -0.70155 -1.24150 0.31 -0.02 0.45
H -1.16779 -1.75220 -1.14212 -0.18 -0.40 0.32
H -2.66709 -3.56857 -0.37515 5.08 1.83 1.25
H -2.04340 -5.70608 2.72797 -0.18 0.07 -0.53
H -1.51785 -6.75928 1.43002 0.08 0.64 -0.30
H -3.03251 -5.86582 1.21303 0.82 0.25 0.55
H 0.52046 -5.00349 2.33327 0.22 0.40 -0.30
H 1.93961 -3.18360 1.50389 -0.44 0.05 -0.24
F -0.60134 0.48877 0.34758 -1.25 1.50 -1.77
F 4.45095 -5.80724 2.38941 -0.34 0.09 -0.03
O -2.77935 2.88631 3.41148 -0.01 -0.14 -0.31
C -1.98413 2.11489 3.87161 0.01 0.28 0.51
O -1.72815 0.96514 3.21378 -0.05 0.05 -0.47
C -0.65371 0.08951 3.53124 0.18 -0.27 0.14
C -1.03973 -0.92309 4.58604 -0.14 0.14 0.37
C -1.33375 2.35754 5.21805 0.06 0.76 -1.56
H 0.24275 0.65546 3.80812 -0.07 0.09 0.10
H -0.41660 -0.43465 2.60335 -0.25 0.08 -0.08
H -1.28644 -0.44199 5.53404 0.11 0.06 0.00
H -0.22114 -1.62709 4.75714 -0.04 -0.05 -0.08
H -1.92126 -1.48055 4.27532 0.13 -0.04 -0.11
H -1.93802 1.90364 5.98088 -0.35 -0.05 -0.26
H -1.30092 3.43346 5.38432 -0.21 -0.03 0.01
H -0.31185 2.00497 5.27122 -0.08 -0.24 -0.03
Mg -1.75180 1.60884 -1.14586 1.00 -0.95 1.74
Cl -2.50996 -3.26553 2.44425 -1.00 1.14 0.86
Cl -0.66493 1.32593 7.62336 1.84 -1.22 2.38
C -3.13006 6.28748 -0.63243 0.26 0.17 0.00
O -2.11325 5.90327 -1.56132 0.00 -0.31 0.04
H -3.97332 5.60961 -0.74436 0.05 0.00 -0.07
H -2.75011 6.22289 0.38973 -0.16 0.03 0.05
H -3.46000 7.30686 -0.83862 -0.12 -0.04 0.09
H -1.37918 6.51404 -1.44766 -0.01 0.00 -0.09
K -4.10447 -4.33595 -0.57382 -4.25 -2.09 -0.38
Ca 1.24768 0.23711 8.79875 -1.08 0.55 -0.50
C -0.41652 4.60499 -5.99310 0.03 0.00 0.04
C -1.74682 4.20460 -5.99053 0.14 -0.01 0.03
C -2.15569 3.14923 -6.79094 -0.26 0.00 0.13
C -1.22353 2.50172 -7.58360 0.14 0.32 0.24
C 0.10345 2.89570 -7.60201 0.27 -0.04 -0.08
C 0.50649 3.95443 -6.80162 -0.14 0.02 0.10
N -1.65033 1.36554 -8.41219 -0.07 -0.17 -0.18
O -2.82554 1.05821 -8.38347 -0.01 0.04 0.09
O -0.80381 0.79844 -9.06913 0.05 0.04 0.04
H -0.09845 5.42637 -5.36266 -0.02 0.01 -0.05
H -2.46481 4.71494 -5.36116 -0.01 0.01 -0.06
H -3.19227 2.84232 -6.78500 0.07 -0.10 -0.15
H 0.82695 2.39073 -8.22677 -0.16 -0.09 -0.05
H 1.54146 4.27013 -6.80526 -0.02 -0.02 -0.05

=====

78
Properties=species:S:1:pos:R:3:forces:R:3 method="wB97M-V/def2-TZVPD" total_charge=-2 homo_lumo_gap_ev=5.36
O 1.44266 0.54724 0.04930 -6.54 -5.99 -6.21
C 0.28501 -0.26217 0.01331 0.80 4.73 -1.96
C -0.90831 0.41045 -0.76441 0.88 1.41 -1.49
O -0.75833 0.78614 -2.13522 3.05 -0.55 4.02
H 0.05332 -0.61755 1.01737 -0.09 0.26 -0.83
H 0.58742 -1.16876 -0.51085 -5.95 1.84 0.24
H -1.22343 1.33168 -0.27436 0.42 -1.02 0.63
H -1.81392 -0.19548 -0.73587 -0.12 -0.34 1.21
C -0.23307 -1.57369 -2.74086 0.14 -0.07 -2.83
N 1.24887 -1.30056 -2.59668 -1.14 4.00 -1.34
O 1.98175 -2.17596 -2.15548 -4.71 4.51 -9.12
O 1.63544 -0.13864 -2.81532 -0.45 -2.81 0.05
H -0.83216 -1.48637 -1.83446 0.87 -0.10 -0.88
H -0.33928 -2.51648 -3.27748 0.29 -0.66 0.72
H -0.59140 -0.89534 -3.51517 0.72 0.24 0.69
C -2.57116 -0.36057 -2.74545 -4.33 -1.29 -3.14
N -3.87411 0.06126 -3.35969 -1.62 -0.91 -0.25
O -3.99612 1.18734 -3.85023 -1.01 -2.08 -0.46
O -4.78314 -0.78903 -3.39565 0.67 1.23 -0.10
H -2.77069 -0.52356 -1.68634 -0.42 -0.08 -0.63
H -1.83550 0.42248 -2.92912 0.46 -0.15 0.28
H -2.42549 -1.29352 -3.28996 -0.06 -0.05 0.43
C -1.29577 -2.48748 0.27442 0.35 -0.10 0.34
N -0.66167 -3.57706 -0.48817 0.43 -0.73 -0.65
O 0.32653 -3.34527 -1.20764 -3.16 -1.91 2.22
O -1.21458 -4.66520 -0.37333 0.51 -0.09 -0.32
H -1.87706 -2.87964 1.10893 -0.13 -0.26 -0.51
H -1.85725 -1.88138 -0.43655 -0.24 -0.46 0.38
H -0.50434 -1.83662 0.64607 -0.67 -0.88 -0.14
C 2.21843 1.18948 1.61837 1.38 0.73 3.27
N 3.04821 1.94364 0.67243 0.87 0.12 -1.83
O 4.14089 2.33067 1.08278 0.83 0.16 0.20
O 2.63584 2.15588 -0.47528 7.92 -3.39 0.97
H 2.51340 1.46464 2.63098 0.70 0.65 0.36
H 2.44792 0.15286 1.37170 0.16 0.10 1.44
H 1.18772 1.44516 1.37270 0.66 0.28 1.46
C -0.99666 0.40730 2.32495 0.36 -0.24 1.78
N -0.85897 0.77652 3.77552 0.77 -0.48 -2.23
O -1.60369 0.27974 4.56533 -1.16 -0.48 1.66
O -0.03986 1.63844 3.99068 1.32 -2.59 2.00
H -0.01451 0.68402 1.94166 -0.89 -0.06 0.15
H -1.80731 1.01946 1.92971 0.50 -0.76 0.20
H -1.22609 -0.65756 2.28575 0.03 0.18 0.18
C -2.66480 2.50166 -2.15076 0.33 1.60 0.37
N -1.31930 3.21512 -2.02538 2.11 -0.35 -5.33
O -1.14285 3.99526 -1.10389 -0.09 3.44 -4.24
O -0.44041 2.93608 -2.90522 -3.07 2.01 2.51
H -3.40132 3.16262 -1.69383 0.08 -0.01 0.32
H -2.57539 1.51786 -1.69007 -0.09 0.89 0.19
H -2.97038 2.34364 -3.18504 1.18 0.59 0.57
C -2.33689 2.96594 2.93417 1.01 0.52 -1.05
C -1.07211 3.29048 3.43478 -1.19 3.14 -1.29
C 0.01029 3.52074 2.56345 0.02 0.96 -0.96
C -0.07621 3.35302 1.17858 -0.85 -0.48 2.73
C -1.31193 2.95182 0.70591 -1.52 -1.49 0.76
C -2.40730 2.72930 1.52832 0.12 1.47 1.42
N 1.11953 3.42706 0.37955 -3.68 -0.06 -3.46
O 2.12654 3.87942 0.82411 1.08 3.20 2.22
O 1.09488 2.92010 -0.75639 -4.02 3.74 1.63
H -3.18624 2.84260 3.58976 -0.07 -0.07 0.01
H -0.90359 3.56074 4.46675 -0.32 -0.13 0.08
H 0.96783 3.81721 2.96546 0.09 -0.13 0.13
H -1.46903 2.79996 -0.35175 -0.06 -1.25 3.55
H -3.31760 2.30188 1.13452 -0.15 0.14 -0.36
C 1.84451 -2.23864 1.31992 -0.88 0.47 -0.32
C 1.97052 -2.06526 -0.02728 4.35 -2.41 0.68
C 2.86851 -2.91884 -0.71429 3.93 -3.56 3.11
C 3.57994 -3.90572 -0.08870 -0.21 -0.35 2.58
C 3.40899 -4.04106 1.32382 1.67 -1.07 -1.15
C 2.58070 -3.20230 1.97222 -0.14 -0.01 1.22
N 4.50639 -4.85064 -0.81398 -1.46 2.15 -2.90
O 5.06945 -5.70991 -0.21976 0.81 -1.25 1.48
O 4.63085 -4.70901 -2.05506 -0.33 0.07 1.84
H 1.06846 -1.65666 1.79475 0.57 -0.05 0.74
H 1.38404 -1.38775 -0.63011 5.60 -1.78 1.04
H 2.97554 -2.92516 -1.78896 3.04 -1.60 2.09
H 3.96187 -4.71702 1.95927 0.23 -0.36 -0.40
H 2.58706 -3.31126 3.04669 -0.45 0.17 0.21

=====

68
Properties=species:S:1:pos:R:3:forces:R:3 method="wB97M-V/def2-TZVPD" spin_multiplicity=2 s2=0.885 total_charge=+1 homo_lumo_gap_ev="7.17 / 7.15"
Mn -0.17943 0.00462 -0.45212 0.67 1.09 -0.97
N 1.24726 0.65721 -2.14561 -0.26 -0.18 0.19
C 2.65295 0.89508 -1.77047 0.08 -0.05 -0.11
C 2.91445 0.14957 -0.47854 -0.01 0.13 -0.01
N 1.85163 0.47937 0.47820 -0.26 -0.87 0.28
C 1.90023 1.85205 0.99511 0.04 0.06 0.07
C 0.97861 2.76240 0.20871 0.04 0.10 -0.01
N -0.33217 2.11226 0.15039 -0.10 -0.37 0.17
H 1.22252 -0.15697 -2.74624 -0.06 0.14 -0.07
H 0.84662 1.41222 -2.69207 0.09 0.07 0.03
H 3.35061 0.55523 -2.53842 -0.04 0.00 -0.04
H 2.82797 1.96130 -1.64803 0.02 0.01 0.02
H 2.87475 -0.92488 -0.65926 0.03 0.02 0.00
H 3.90942 0.38911 -0.08965 -0.01 0.04 0.02
H 1.90785 -0.16480 1.26101 0.11 0.10 0.00
H 1.56553 1.82558 2.03452 -0.01 0.02 -0.04
H 2.92182 2.24478 0.99460 0.01 -0.03 -0.01
H 0.94593 3.74678 0.68119 -0.07 0.00 0.01
H 1.32395 2.91408 -0.80937 0.04 0.03 0.00
H -0.79155 2.23150 1.04414 0.09 0.02 0.01
H -0.93950 2.54683 -0.53698 0.01 0.03 0.01
C -0.38329 -1.60220 -3.85308 0.02 0.00 0.00
C 0.57745 -2.16928 -2.84949 -0.21 -0.05 0.07
C 1.72753 -2.82279 -3.27573 0.04 -0.02 -0.02
C 2.56945 -3.40744 -2.34754 0.07 -0.04 -0.06
C 2.18481 -3.41675 -1.01794 -0.12 -0.07 0.03
C 1.01058 -2.77005 -0.65182 0.03 0.12 -0.26
N 0.26551 -2.07120 -1.53871 0.33 -0.01 0.40
Sb 0.06833 -3.27612 1.21479 0.13 -0.14 0.06
C 1.04011 -1.92080 2.59357 -0.04 0.13 0.08
C 2.21975 -2.37906 3.16848 0.00 -0.01 -0.10
C 2.83845 -1.59789 4.13515 0.04 0.02 0.04
C 2.22779 -0.42557 4.53629 0.02 0.00 0.01
C 1.02529 -0.04970 3.94048 -0.13 0.01 0.01
C 0.26242 1.15596 4.41229 0.05 0.03 -0.03
N 0.46774 -0.76571 2.95912 -0.08 -0.20 0.03
C -1.72735 -2.25697 0.70010 -0.04 0.11 0.27
C -2.84328 -3.05349 0.52871 0.02 0.04 0.03
C -4.08338 -2.44618 0.38454 -0.11 -0.11 -0.01
C -4.16668 -1.08479 0.55296 -0.03 0.05 0.06
C -3.01019 -0.33557 0.74561 0.07 -0.28 -0.04
C -3.15396 1.12537 1.02828 -0.02 0.00 -0.05
N -1.78678 -0.90830 0.72131 -0.14 0.36 -0.14
H -1.11876 -2.37116 -4.10038 -0.01 0.01 0.01
H 0.12072 -1.32231 -4.77760 0.01 -0.02 0.00
H -0.92645 -0.75239 -3.45269 -0.01 0.00 0.01
H 1.94465 -2.87456 -4.33455 0.00 0.01 0.01
H 3.48266 -3.89527 -2.66446 -0.01 0.00 0.01
H 2.76880 -3.95091 -0.27863 -0.02 -0.01 0.00
H 2.64581 -3.33219 2.87732 0.00 0.01 0.00
H 3.76962 -1.91544 4.58663 -0.01 -0.01 0.00
H 2.65876 0.18633 5.31798 0.01 0.01 -0.02
H -0.35058 0.89113 5.27599 0.01 -0.02 0.00
H -0.41408 1.50438 3.63275 0.01 -0.01 -0.01
H 0.92406 1.96595 4.71938 0.01 0.00 -0.01
H -2.74912 -4.13133 0.50517 0.02 0.00 0.03
H -4.97496 -3.02960 0.19578 0.02 0.00 -0.02
H -5.12524 -0.58434 0.52524 0.03 0.01 -0.01
H -3.95722 1.27260 1.74956 -0.03 -0.01 -0.03
H -3.41293 1.69391 0.13291 0.05 0.00 0.01
H -2.24350 1.50545 1.46697 -0.11 0.00 0.15
N -1.58812 0.60149 -1.76143 -0.29 -0.35 0.03
C -2.61860 0.86276 -2.23298 -0.15 0.01 -0.18
C -3.85446 1.14314 -2.78007 0.02 0.06 -0.05
C -4.01397 2.35978 -3.50279 -0.03 -0.20 0.18
N -4.09461 3.36435 -4.06114 0.02 0.00 -0.03
C -4.90737 0.21740 -2.54080 0.17 0.23 -0.01
N -5.72973 -0.54840 -2.28206 0.00 -0.05 -0.01

=====

47
Properties=species:S:1:pos:R:3:forces:R:3 method="wB97M-V/def2-TZVPD" smiles="C=CCOC(=O)CCP(=O)(CCC(=O)OCC=C)c1ccccc1" relative_energy_ev=0.019 homo_lumo_gap_ev=10.16
C 6.23416 0.57403 1.95236 0.00 0.01 0.07
C 6.88684 0.09612 0.91147 -0.15 0.02 -0.32
C 6.36453 0.05261 -0.49409 0.24 -0.33 -0.03
O 5.04325 0.56888 -0.62295 0.16 0.38 0.03
C 4.03413 -0.28739 -0.43013 -0.38 -0.11 -0.12
O 4.17278 -1.46275 -0.22174 0.05 0.00 0.04
C 2.70577 0.43143 -0.52518 0.08 -0.11 0.07
C 1.54827 -0.53904 -0.69580 -0.47 0.28 0.38
P -0.03003 0.30858 -0.24689 0.49 -0.92 -1.65
O 0.07730 1.11462 0.97624 0.00 0.53 0.90
C -0.45907 1.33430 -1.72577 0.13 -0.27 0.56
C -1.65283 2.20809 -1.36306 -0.10 -0.02 0.11
C -2.89100 1.34746 -1.22545 0.01 0.16 -0.48
O -3.25351 0.53851 -2.04135 -0.02 0.08 -0.05
O -3.53044 1.60775 -0.09082 -0.13 0.22 0.56
C -4.70641 0.85608 0.19436 -0.31 -0.36 -0.18
C -4.89196 0.68551 1.66923 0.07 0.15 -0.36
C -4.07033 1.14347 2.59326 0.01 0.03 0.12
C -1.26432 -1.01895 -0.15238 0.31 0.35 0.07
C -1.95160 -1.16297 1.04305 0.09 0.09 0.05
C -2.91968 -2.14314 1.17159 -0.08 -0.11 0.01
C -3.19627 -2.97943 0.10308 -0.04 0.00 0.07
C -2.50091 -2.84272 -1.08906 0.04 -0.07 -0.15
C -1.53311 -1.86535 -1.21980 0.01 -0.05 0.06
H 6.66323 0.56829 2.93871 0.14 -0.03 0.17
H 5.24407 0.98858 1.86267 -0.19 0.07 -0.07
H 7.88077 -0.31752 1.01180 0.14 -0.03 0.11
H 6.38059 -0.98472 -0.85321 0.04 0.22 0.01
H 6.98864 0.66953 -1.14834 -0.10 -0.10 0.06
H 2.76037 1.16121 -1.33418 0.03 0.03 0.06
H 2.56035 0.98642 0.40800 0.12 0.07 -0.06
H 1.67568 -1.37177 0.00275 -0.07 0.04 -0.10
H 1.50936 -0.94698 -1.70504 -0.09 -0.07 -0.05
H -0.69291 0.70932 -2.58679 0.06 -0.07 -0.03
H 0.40867 1.95817 -1.95432 0.00 -0.08 0.00
H -1.47069 2.71942 -0.41669 -0.02 0.06 -0.12
H -1.83871 2.94829 -2.14555 -0.05 -0.05 0.05
H -4.63309 -0.12173 -0.30097 -0.05 0.18 0.09
H -5.56965 1.38405 -0.23381 0.14 -0.11 0.01
H -5.78900 0.13882 1.92711 -0.10 -0.06 0.11
H -4.25780 0.98880 3.64157 -0.10 -0.06 0.19
H -3.18001 1.68811 2.33121 0.20 0.11 -0.09
H -1.72016 -0.49306 1.85795 -0.02 0.05 0.08
H -3.46106 -2.24835 2.10018 -0.04 0.00 0.07
H -3.95686 -3.74094 0.19655 -0.05 -0.07 0.01
H -2.72033 -3.49710 -1.91959 -0.02 -0.05 -0.07
H -0.99703 -1.75252 -2.15014 0.01 -0.01 -0.16

=====

19
Properties=species:S:1:pos:R:3:forces:R:3 method="wB97M-V/def2-TZVPD" relative_energy_ev=5.958 total_charge=+2 homo_lumo_gap_ev=7.78
C 1.41254 1.57015 -0.79297 -1.60 0.82 -0.67
C 1.16985 -0.58134 0.06767 -1.84 -0.95 0.14
C -0.29409 -0.17398 0.24200 -0.16 0.17 0.11
C -0.48166 0.74247 1.32777 -1.85 1.73 -0.83
C -2.60412 -0.13738 -0.80396 1.58 2.28 1.07
N -1.18845 -0.56723 -0.56628 0.10 0.46 -0.30
N 1.92126 0.36932 -0.51788 4.17 1.58 0.08
N 1.63235 -1.72077 0.45006 4.81 2.86 -2.46
H 2.19103 2.28370 -1.11131 0.01 -0.50 0.06
H 0.11364 0.45808 2.09902 1.42 -1.04 2.90
H -1.49735 1.05060 1.63764 0.50 -0.53 -0.31
H 0.05862 1.61967 0.98191 -0.26 0.61 -0.17
H -3.05526 0.00634 0.16205 -0.52 -0.31 0.30
H -2.98541 -0.95686 -1.35502 -1.00 -0.14 -0.78
H -2.53617 0.92390 -1.24304 -0.32 -1.88 -0.05
H -0.85759 -1.10497 -1.32039 0.44 -1.10 -1.25
H 3.00210 0.43899 -0.48388 -1.77 -1.67 0.07
H 1.30668 -2.44881 0.98943 -1.76 -1.84 1.42
H 2.69203 -1.77187 0.23716 -1.96 -0.55 0.64

=====

Number 1: E_tot -4204.49656 a.u.. Number 2: E_tot -2571.92730 a.u.. Number 3: E_tot -2893.15382 a.u.. Number 4: E_tot -1417.27848 a.u.. Number 5: E_tot -360.58380 a.u..